(1)
ORCA calculation (ωB97M-V/def2-TZVPD) on a single C5H8N2O molecule at a distorted geometry.

Results
**Frontier orbital gap**: 10.12 eV
**Electronic energy**: -379.82426 a.u.
**Total charge**: 0
**Largest force on an atom**: 7.08 eV/Å
**LUMO**: 0.86 eV
**SMILES**: C1=N[C@H]2CC[C@@H]2ON1
**Highest occupied orbital energy**: -0.34016 Ha
**M**: 112.132 g/mol

Each line ends with the Löwdin charge.
Element x y z (Å)
C1 -0.0008 0.7566 1.8846  -0.134
C2 1.4654 0.9852 1.1536  -0.066
C3 0.7759 0.0276 0.0443  -0.277
C4 0.0077 -0.4642 -1.8722  -0.333
C5 -0.5799 0.3849 0.6546  -0.430
H1 -0.5933 1.7146 2.2691  0.154
H2 0.2631 -0.0999 2.5254  0.119
H3 2.3571 0.6002 1.7758  0.106
H4 1.7255 2.0482 0.7446  0.123
H5 0.7958 -1.1957 0.4740  0.218
H6 -0.0290 -0.5865 -2.9105  0.107
H7 -1.1960 -2.0332 -1.5241  0.225
H8 -0.8330 1.2447 0.1241  0.138
N1 0.9752 0.0841 -1.4354  0.097
N2 -1.1412 -0.8790 -1.1278  0.022
O1 -1.4173 -0.7836 0.4094  -0.069

***

(2)
ORCA calculation (ωB97M-V/def2-TZVPD) on a single C9H18N2O4 molecule at a distorted geometry.

Results
**Frontier orbital gap**: 9.99 eV
**Electronic energy**: -764.15553 a.u.
**Total charge**: 0
**Largest force on an atom**: 4.13 eV/Å
**LUMO**: 0.38 eV
**SMILES**: CC[C@H](C)[C@H](NC(=O)[C@@H](N)CO)C(=O)O
**Highest occupied orbital energy**: -0.35320 Ha
**M**: 218.253 g/mol

Each line ends with the Löwdin charge.
Element x y z (Å)
C1 1.6389 0.1487 -1.3463  -0.294
C2 1.6024 1.0574 -0.1572  -0.391
C3 3.0111 0.3500 -2.2129  -0.200
C4 -0.8238 0.8278 0.5156  -0.305
C5 -2.0232 1.5212 0.9571  -0.519
C6 -0.5174 -0.3542 1.4367  -0.280
C7 -0.3381 0.1277 2.9263  -0.014
C8 -1.5543 -1.5479 1.3535  -0.178
C9 -1.7920 -1.8930 -0.1883  -0.070
H1 0.6840 -0.5592 -2.9923  0.077
H2 0.1257 0.8425 -2.4660  0.114
H3 1.8341 -0.9093 -1.0244  0.162
H4 3.7953 0.0521 -1.5314  0.113
H5 3.1723 1.3634 -2.5085  0.114
H6 2.9445 -0.1311 -4.2040  0.117
H7 0.6510 1.9375 1.3410  0.172
H8 -1.0849 0.3841 -0.4865  0.114
H9 0.3448 -0.8760 0.9984  0.136
H10 -0.9218 0.9950 3.1690  0.070
H11 0.6338 0.4263 3.1295  0.049
H12 -0.5899 -0.7256 3.5897  0.091
H13 -2.5015 -1.3363 1.9115  0.108
H14 -1.1635 -2.3853 2.0603  0.129
H15 -2.7986 -2.1618 -0.4713  0.073
H16 -1.0569 -2.6123 -0.4930  0.072
H17 -1.5566 -0.9942 -0.6667  -0.012
H18 -2.9884 0.3817 -0.1326  0.093
N1 0.4995 -0.0700 -2.1368  0.046
N2 0.3884 1.5604 0.3720  0.122
O1 2.5958 1.4539 0.4635  0.057
O2 2.9139 -0.4965 -3.2969  -0.068
O3 -1.9508 2.5270 1.6192  0.132
O4 -3.1741 1.0961 0.4717  0.169

***

(3)
ORCA calculation (ωB97M-V/def2-TZVPD) on a molecular structure, C19H32AsN2O8S5SiTi.

Results
**Frontier orbital gap**: 5.34 eV
**Electronic energy**: -6820.79993 a.u.
**Total charge**: -1
**Largest force on an atom**: 0.57 eV/Å
**LUMO**: 1.15 eV
**Highest occupied orbital energy**: -0.15381 Ha
**M**: 727.681 g/mol

Each line ends with the Löwdin charge.
Element x y z (Å)
Ti1 -1.0210 1.3867 0.4509  0.628
S1 1.0984 5.0284 3.7978  -0.305
As1 -0.3086 4.0175 4.9670  -0.040
S2 -1.6903 2.9583 2.0174  0.187
S3 -3.0864 1.5278 2.7170  0.479
S4 0.4916 2.3476 5.9427  -0.270
C1 -4.9313 1.9282 -0.3764  0.016
C2 -3.7920 2.3503 -1.2268  -0.296
N1 -2.5077 2.3082 -0.9240  0.036
C3 -1.8274 2.7881 -2.0087  -0.148
C4 -2.7001 3.1391 -2.9910  -0.060
N2 -3.9389 2.8541 -2.4716  0.195
C5 -2.5721 3.6574 -4.3704  -0.482
O1 -1.3478 3.8886 -4.8016  0.141
O2 -3.5636 3.8440 -5.0359  0.101
C6 -0.3562 2.8793 -1.9120  -0.541
O3 0.3262 3.2376 -2.8631  0.092
O4 0.0710 2.5238 -0.7460  -0.137
H1 -4.9284 0.8449 -0.2482  0.090
H2 -5.8735 2.2313 -0.8302  0.086
H3 -4.8410 2.3742 0.6122  0.064
H4 -4.7996 3.0116 -2.9720  0.173
H5 -0.6614 3.6712 -4.1053  0.074
C7 1.7476 1.7002 2.4733  -0.068
C8 1.2814 0.2672 2.3725  -0.529
C9 2.4637 -0.6739 2.2589  -0.019
C10 0.3343 -0.1549 3.4707  -0.043
O5 0.4484 0.1834 1.0778  -0.321
Si1 0.4445 -1.0957 -0.0939  -0.118
S5 -1.0463 -0.3888 -1.3153  0.521
O6 1.9252 -1.3470 -0.6954  -0.137
C11 2.7183 -0.7936 -1.7613  -0.632
C12 4.1200 -1.3470 -1.5427  -0.028
C13 2.7171 0.7254 -1.6775  -0.010
C14 2.1519 -1.2697 -3.0917  -0.030
O7 0.1066 -2.3661 0.8584  -0.138
C15 -0.1112 -3.7545 0.5749  -0.637
C16 -0.0355 -4.0316 -0.9222  -0.039
C17 -1.4980 -4.0838 1.1095  -0.020
C18 0.9696 -4.5269 1.3186  -0.026
H6 2.3101 1.8230 3.3997  0.082
H7 0.9273 2.4132 2.5382  -0.023
H8 2.3835 1.9615 1.6252  0.093
H9 3.0315 -0.5662 3.1848  0.106
H10 3.1119 -0.4094 1.4256  0.077
H11 2.1560 -1.7130 2.1574  0.077
H12 0.8422 -0.0579 4.4307  0.055
H13 0.0120 -1.1856 3.3175  0.091
H14 -0.5348 0.5002 3.5246  0.039
H15 4.5200 -1.0037 -0.5877  0.083
H16 4.7884 -1.0134 -2.3378  0.087
H17 4.0964 -2.4377 -1.5366  0.086
H18 2.9099 1.0521 -0.6541  0.087
H19 1.7625 1.1422 -1.9936  0.061
H20 3.4954 1.1386 -2.3212  0.097
H21 2.2012 -2.3582 -3.1606  0.084
H22 2.7251 -0.8430 -3.9171  0.091
H23 1.1133 -0.9558 -3.1971  0.057
H24 -0.7778 -3.4405 -1.4621  0.072
H25 -0.2364 -5.0873 -1.1140  0.091
H26 0.9549 -3.7939 -1.3138  0.076
H27 -2.2475 -3.4770 0.6002  0.088
H28 -1.5515 -3.8569 2.1750  0.091
H29 -1.7292 -5.1409 0.9619  0.085
H30 1.9554 -4.2705 0.9262  0.087
H31 0.8198 -5.6030 1.2113  0.086
H32 0.9426 -4.2761 2.3801  0.088
O8 -3.2618 -0.7164 1.3116  -0.074
C19 -2.6979 0.3349 1.3898  -0.828

***

(4)
ORCA calculation (ωB97M-V/def2-TZVPD) on a single C3H6N2S molecule at a distorted geometry.

Results
**Frontier orbital gap**: 8.94 eV
**Electronic energy**: -625.53359 a.u.
**Total charge**: 0
**Largest force on an atom**: 4.84 eV/Å
**LUMO**: 0.18 eV
**SMILES**: [H]/N=C\N(C)C=S
**Highest occupied orbital energy**: -0.32220 Ha
**M**: 102.162 g/mol

Each line ends with the Löwdin charge.
Element x y z (Å)
C1 0.4518 -0.2909 1.0781  -0.109
C2 0.5373 0.1110 -1.1739  -0.295
C3 -1.7215 0.0761 -0.1212  -0.779
H1 -0.0423 -0.4710 2.0473  0.075
H2 1.3555 -1.0184 1.0715  0.112
H3 0.7466 0.9336 1.2419  0.167
H4 -0.0010 0.4147 -2.1249  0.120
H5 2.2660 -0.0445 -0.3506  0.046
H6 -2.2031 -0.2008 0.8361  0.060
N1 -0.3822 -0.2351 -0.1032  -0.193
N2 1.7684 0.1209 -1.2479  0.104
S1 -2.7755 0.6045 -1.1532  0.692

***

(5)
ORCA calculation (ωB97M-V/def2-TZVPD) on 2 unconnected molecules or ions with the total composition C3H5FS at a distorted geometry.

Results
**Frontier orbital gap**: 8.35 eV
**Electronic energy**: -615.18456 a.u.
**Total charge**: 0
**Largest force on an atom**: 4.22 eV/Å
**LUMO**: -0.23 eV
**Highest occupied orbital energy**: -0.31552 Ha
**M**: 92.138 g/mol

Each line ends with the Löwdin charge.
Element x y z (Å)
C1 1.6470 0.2542 -0.3922  0.013
C2 1.2654 1.4640 0.1506  -0.212
C3 -1.3295 -0.7135 -2.1930  -0.431
F1 0.7338 2.2898 -0.7433  -0.011
S1 -1.2882 -2.0547 -1.1610  0.647
H1 1.4236 0.0755 -1.4834  0.070
H2 2.1237 -0.4876 0.1321  0.008
H3 -1.1674 -0.9177 -3.2100  -0.107
H4 1.4806 1.8822 1.1646  0.116
H5 -1.8646 -1.2510 -0.1575  -0.094

***

(6)
ORCA calculation (ωB97M-V/def2-TZVPD) on a single C17H27ClN2O3S2 molecule.

Results
**Frontier orbital gap**: 9.32 eV
**Electronic energy**: -2255.78583 a.u.
**Total charge**: 0
**Largest force on an atom**: 0.16 eV/Å
**LUMO**: 0.45 eV
**SMILES**: CCS[C@H](C)C(=O)N(C)CCOCCN(C)C(=O)c1c(C)csc1Cl
**Highest occupied orbital energy**: -0.32590 Ha
**M**: 407.001 g/mol

Each line ends with the Löwdin charge.
Element x y z (Å)
C1 1.1079 -2.5658 -3.4056  -0.169
C2 -0.0453 -1.7157 -2.8934  -0.535
S1 0.5594 -0.0489 -2.5214  0.939
C3 -0.9506 0.6771 -1.8089  -0.549
C4 -1.9866 1.0299 -2.8647  -0.105
C5 -0.5446 1.9322 -1.0273  -0.490
O1 -0.7620 3.0359 -1.4936  0.059
N1 0.0186 1.7646 0.2071  -0.095
C6 0.3349 2.9531 0.9852  -0.023
C7 0.4004 0.4980 0.7975  -0.154
C8 1.9137 0.3092 0.8796  -0.191
O2 2.2206 -0.9740 1.3856  -0.125
C9 2.2746 -1.9706 0.3858  -0.213
C10 2.4924 -3.3083 1.0609  -0.110
N2 1.4238 -3.6355 1.9887  -0.073
C11 0.0741 -3.6585 1.4668  -0.023
C12 1.7506 -3.9471 3.2769  -0.432
O3 2.8978 -4.0469 3.6678  0.083
C13 0.6008 -4.1064 4.2327  -0.248
C14 -0.1796 -3.0088 4.7245  -0.327
C15 0.0052 -1.5945 4.2588  -0.026
C16 -1.0949 -3.4169 5.6432  -0.369
S2 -1.0369 -5.1055 5.9295  1.006
C17 0.2404 -5.2842 4.8021  -0.972
Cl1 0.9139 -6.8253 4.4811  0.677
H1 0.7566 -3.5697 -3.6468  0.076
H2 1.5408 -2.1353 -4.3091  0.072
H3 1.8993 -2.6487 -2.6604  0.055
H4 -0.8367 -1.6617 -3.6403  0.070
H5 -0.4690 -2.1438 -1.9811  0.068
H6 -1.3674 -0.0579 -1.1164  0.100
H7 -2.8565 1.4948 -2.3992  0.088
H8 -1.5731 1.7333 -3.5828  0.081
H9 -2.3136 0.1319 -3.3891  0.068
H10 -0.1585 3.8064 0.5323  0.086
H11 -0.0224 2.8207 2.0090  0.095
H12 1.4089 3.1473 1.0123  0.092
H13 -0.0071 0.4440 1.8131  0.123
H14 -0.0299 -0.3233 0.2309  0.083
H15 2.3605 0.4603 -0.1091  0.114
H16 2.3524 1.0289 1.5714  0.124
H17 1.3573 -1.9687 -0.2175  0.087
H18 3.1056 -1.7770 -0.3044  0.133
H19 2.5742 -4.0853 0.2915  0.134
H20 3.4194 -3.2927 1.6282  0.126
H21 -0.6003 -4.1101 2.1886  0.097
H22 -0.2890 -2.6523 1.2373  0.078
H23 0.0425 -4.2545 0.5504  0.099
H24 -0.3615 -0.8921 5.0065  0.084
H25 1.0557 -1.3782 4.0612  0.087
H26 -0.5397 -1.4126 3.3293  0.068
H27 -1.7959 -2.8017 6.1847  0.077

***

Among the records above, which one has the lowest frontier orbital gap?
C19H32AsN2O8S5SiTi

***

What is the LUMO in the sixth record?
0.45 eV